{"formula": "C7H21ClO8P", "method": "the ωB97M-V functional and the def2-TZVPD basis", "symbols": ["Cl", "C", "O", "P", "O", "O", "C", "O", "C", "H", "H", "H", "H", "H", "H", "H", "H", "H", "C", "C", "O", "O", "H", "H", "H", "H", "H", "H", "C", "C", "O", "O", "H", "H", "H", "H", "H", "H"], "coordinates": [[0.05, -2.24, 2.13], [0.79, 0.78, -3.21], [1.48, 2.09, -3.14], [0.63, 3.37, -2.63], [-0.60, 3.02, -1.86], [1.67, 4.27, -1.79], [3.00, 4.41, -2.26], [0.42, 4.27, -3.97], [-0.36, 3.73, -5.02], [0.36, 0.49, -2.25], [1.34, -0.07, -3.61], [0.03, 0.83, -3.98], [3.71, 3.88, -1.62], [3.35, 5.44, -2.18], [3.17, 4.00, -3.25], [-0.65, 4.64, -5.56], [-1.29, 3.45, -4.52], [0.06, 2.99, -5.70], [2.22, -3.72, 7.05], [3.29, -4.18, 6.05], [3.64, -3.03, 5.35], [0.88, -3.74, 6.54], [2.39, -2.71, 7.41], [2.10, -4.37, 7.93], [2.72, -4.81, 5.35], [4.12, -4.69, 6.54], [2.79, -2.69, 5.09], [0.88, -3.24, 5.72], [-4.65, -1.14, 0.03], [-4.33, -1.61, -1.44], [-4.29, -0.54, -2.35], [-3.70, -0.10, 0.35], [-4.37, -1.95, 0.71], [-5.67, -0.80, 0.18], [-4.91, -2.47, -1.78], [-3.32, -2.02, -1.47], [-4.03, -0.89, -3.21], [-2.94, -0.68, 0.37]], "nbo_charge": [-0.997, -0.255, -0.841, 2.540, -1.061, -0.787, -0.254, -0.809, -0.271, 0.230, 0.197, 0.170, 0.186, 0.184, 0.189, 0.191, 0.204, 0.185, -0.099, -0.104, -0.703, -0.722, 0.168, 0.168, 0.180, 0.174, 0.466, 0.471, -0.095, -0.091, -0.713, -0.697, 0.183, 0.174, 0.149, 0.156, 0.459, 0.475], "homo_ha": -0.1463, "charge": -1, "orbital_gap_ha": 0.23335}

{"formula": "C7H21N7O14", "method": "the ωB97M-V functional and the def2-TZVPD basis", "symbols": ["C", "N", "O", "O", "H", "H", "H", "C", "N", "O", "O", "H", "H", "H", "C", "N", "O", "O", "H", "H", "H", "C", "N", "O", "O", "H", "H", "H", "C", "N", "O", "O", "H", "H", "H", "C", "N", "O", "O", "H", "H", "H", "C", "N", "O", "O", "H", "H", "H"], "coordinates": [[-1.72, 0.56, 3.26], [-2.14, 0.22, 4.62], [-2.77, 0.98, 5.35], [-1.85, -0.84, 5.01], [-2.47, 0.01, 2.70], [-0.68, 0.27, 3.14], [-1.88, 1.64, 3.25], [4.21, 2.08, -1.98], [5.07, 0.93, -2.39], [5.64, 1.07, -3.46], [5.17, -0.10, -1.76], [3.61, 2.36, -2.85], [4.62, 2.90, -1.39], [3.45, 1.61, -1.35], [-3.83, -2.19, 0.79], [-4.87, -2.29, -0.22], [-4.55, -2.60, -1.44], [-6.00, -1.92, 0.05], [-3.70, -1.17, 1.14], [-2.91, -2.65, 0.45], [-4.13, -2.71, 1.70], [-0.08, 3.95, 0.50], [1.37, 4.10, 0.54], [1.99, 4.23, 1.58], [1.98, 3.85, -0.53], [-0.51, 4.02, -0.50], [-0.39, 4.61, 1.31], [-0.37, 2.93, 0.77], [4.06, -3.06, 0.40], [4.17, -3.78, 1.71], [3.25, -4.35, 2.20], [5.32, -3.78, 2.18], [4.59, -2.15, 0.68], [2.99, -2.88, 0.30], [4.48, -3.73, -0.34], [-2.97, 0.35, -2.42], [-4.34, 0.51, -3.03], [-4.38, 1.22, -4.02], [-5.30, 0.11, -2.40], [-2.90, -0.63, -1.97], [-2.83, 1.12, -1.66], [-2.25, 0.47, -3.23], [0.97, -0.84, -1.43], [0.05, -0.67, -0.31], [-0.86, -1.47, -0.13], [0.21, 0.41, 0.32], [0.44, -0.78, -2.38], [1.35, -1.85, -1.28], [1.74, -0.08, -1.48]], "nbo_charge": [-0.478, 0.530, -0.398, -0.362, 0.228, 0.250, 0.229, -0.491, 0.524, -0.369, -0.385, 0.240, 0.266, 0.215, -0.490, 0.501, -0.408, -0.324, 0.231, 0.248, 0.244, -0.495, 0.517, -0.335, -0.426, 0.248, 0.242, 0.250, -0.478, 0.531, -0.354, -0.400, 0.249, 0.205, 0.247, -0.497, 0.529, -0.378, -0.349, 0.240, 0.226, 0.225, -0.486, 0.526, -0.360, -0.406, 0.246, 0.241, 0.241], "de_lowest_kcal_mol": 54.2, "smiles": "C[N+](=O)[O-].C[N+](=O)[O-].C[N+](=O)[O-].C[N+](=O)[O-].C[N+](=O)[O-].C[N+](=O)[O-].C[N+](=O)[O-]", "homo_ha": -0.4102, "orbital_gap_ha": 0.35232}

{"formula": "C7H22AgN6O6", "method": "the ωB97M-V functional and the def2-TZVPD basis", "symbols": ["Ag", "O", "C", "C", "O", "H", "H", "H", "H", "C", "C", "O", "H", "H", "H", "H", "H", "H", "C", "O", "N", "N", "H", "H", "H", "H", "C", "O", "N", "N", "H", "H", "H", "H", "C", "O", "N", "N", "H", "H", "H", "H"], "coordinates": [[0.52, -0.07, 0.05], [1.51, 0.28, -2.19], [0.63, 0.81, -3.18], [0.95, 0.48, -4.75], [1.24, -0.77, -5.32], [0.61, 1.89, -3.09], [-0.39, 0.55, -2.90], [1.68, 1.23, -5.06], [0.11, 0.85, -5.33], [-1.41, -3.15, -1.73], [-1.19, -3.24, -0.22], [-0.10, -2.43, 0.07], [-0.54, -3.47, -2.31], [-1.40, -2.08, -1.97], [-2.36, -3.59, -2.03], [-1.00, -4.29, 0.02], [-2.08, -3.01, 0.37], [0.69, -2.73, -0.38], [3.05, -0.36, 2.06], [2.01, -0.93, 1.81], [4.06, -1.00, 2.65], [3.30, 0.82, 1.70], [5.00, -0.70, 2.42], [3.99, -2.01, 2.73], [4.16, 1.21, 2.06], [2.56, 1.47, 1.48], [-2.53, 1.48, -0.74], [-1.74, 0.62, -0.45], [-2.29, 2.63, -1.37], [-3.83, 1.56, -0.48], [-1.34, 2.90, -1.61], [-3.05, 3.29, -1.40], [-4.18, 0.91, 0.21], [-4.48, 2.16, -0.98], [-0.17, 1.17, 3.24], [0.04, 1.30, 2.02], [-0.79, 2.02, 3.93], [0.24, 0.16, 3.94], [-1.25, 2.78, 3.44], [-0.92, 1.74, 4.89], [0.01, 0.11, 4.92], [0.67, -0.62, 3.47]], "lowdin_spin": [0.009, 0.002, 0.000, 0.000, 0.000, 0.000, 0.000, 0.000, 0.000, 0.001, 0.004, 0.005, 0.000, 0.000, 0.000, 0.000, 0.003, 0.001, 0.026, 0.013, 0.012, 0.008, 0.005, 0.003, 0.010, 0.003, 0.015, 0.008, 0.004, 0.012, 0.001, 0.003, 0.013, 0.004, 0.206, 0.037, 0.136, 0.077, 0.052, 0.172, 0.144, 0.011], "homo_ha": [0.0813, 0.0381], "charge": -2, "spin_multiplicity": 2, "orbital_gap_ha": [0.09224, 0.13299]}

{"formula": "C7H22AsN4O8P2RuS", "method": "the ωB97M-V functional and the def2-TZVPD basis", "symbols": ["Ru", "N", "N", "C", "N", "S", "H", "H", "H", "H", "H", "O", "P", "O", "O", "O", "P", "O", "O", "O", "H", "H", "N", "C", "O", "C", "C", "H", "H", "H", "H", "H", "H", "C", "As", "C", "C", "H", "H", "H", "H", "H", "H", "H", "H", "H"], "coordinates": [[0.18, 0.36, 0.19], [0.04, -2.32, -1.95], [-0.13, -1.49, -3.07], [0.44, -0.27, -3.10], [0.05, 0.51, -4.13], [1.59, 0.32, -2.01], [-0.01, -3.28, -2.26], [-0.70, -2.12, -1.27], [-1.01, -1.56, -3.55], [-0.79, 0.30, -4.63], [0.29, 1.48, -4.03], [-0.24, 4.53, -0.08], [-0.22, 3.18, 0.76], [-0.42, 3.45, 2.18], [0.95, 2.32, 0.24], [-1.57, 2.36, 0.22], [-2.03, 1.90, -1.27], [-1.17, 2.86, -2.25], [-3.47, 2.13, -1.47], [-1.45, 0.51, -1.39], [0.12, 4.37, -0.96], [-1.75, 3.57, -2.55], [-3.49, -0.40, 0.83], [-2.22, -0.47, 1.23], [-1.40, -1.22, 0.64], [-1.73, 0.34, 2.38], [-0.21, 0.44, 2.24], [-3.71, -0.76, -0.08], [-4.05, 0.37, 1.16], [-2.02, -0.22, 3.28], [-2.19, 1.33, 2.43], [0.15, -0.40, 2.83], [0.12, 1.36, 2.70], [2.86, -0.72, 2.55], [1.83, -1.21, 0.98], [3.31, -1.68, -0.17], [1.12, -2.94, 1.44], [3.74, -1.36, 2.59], [2.29, -0.83, 3.47], [3.17, 0.33, 2.46], [3.91, -2.44, 0.34], [3.92, -0.80, -0.35], [2.94, -2.05, -1.11], [1.76, -3.38, 2.20], [1.14, -3.55, 0.54], [0.10, -2.86, 1.79]], "lowdin_spin": [0.884, 0.000, 0.004, 0.011, 0.005, 0.021, 0.000, 0.000, 0.000, 0.001, 0.000, 0.001, 0.002, 0.000, -0.001, 0.023, 0.005, 0.000, 0.007, 0.040, 0.000, 0.000, -0.001, 0.002, 0.002, 0.015, -0.002, 0.000, 0.000, 0.002, 0.000, 0.000, -0.001, 0.003, -0.012, -0.005, -0.005, 0.000, 0.000, 0.000, -0.001, 0.000, 0.000, -0.001, 0.000, 0.000], "de_lowest_kcal_mol": 41.9, "homo_ha": [-0.2999, -0.2986], "spin_multiplicity": 2, "orbital_gap_ha": [0.29900, 0.28753]}

{"formula": "C7H22ClO7", "method": "the ωB97M-V functional and the def2-TZVPD basis", "symbols": ["Cl", "C", "O", "H", "H", "H", "H", "C", "O", "H", "H", "H", "H", "C", "O", "H", "H", "H", "H", "C", "O", "H", "H", "H", "H", "C", "O", "C", "O", "O", "C", "H", "H", "H", "H", "H", "H"], "coordinates": [[0.26, 1.22, 1.95], [1.37, -4.66, 1.24], [0.32, -3.95, 1.87], [1.52, -5.64, 1.70], [1.04, -4.76, 0.20], [2.25, -4.01, 1.23], [0.51, -3.01, 1.81], [-4.53, 2.45, 4.78], [-3.26, 2.97, 5.17], [-4.95, 1.65, 5.39], [-5.27, 3.24, 4.87], [-4.45, 2.25, 3.71], [-2.68, 2.27, 4.89], [0.09, -1.34, 7.19], [0.96, -0.34, 6.78], [0.51, -2.31, 6.92], [-0.08, -1.31, 8.26], [-0.91, -1.34, 6.75], [0.91, -0.14, 5.84], [-3.15, 0.09, -2.69], [-3.64, 0.65, -1.52], [-3.85, 0.15, -3.53], [-2.28, 0.64, -3.03], [-2.92, -0.98, -2.67], [-3.03, 0.60, -0.78], [2.81, 2.20, -7.42], [3.23, 2.81, -6.21], [3.19, 2.15, -4.99], [3.29, 2.68, -3.88], [2.97, 0.81, -5.15], [2.90, -0.09, -4.05], [2.04, 1.43, -7.34], [3.68, 1.77, -7.90], [2.49, 3.01, -8.09], [2.45, -0.99, -4.46], [2.32, 0.21, -3.17], [3.89, -0.36, -3.67]], "nbo_charge": [-0.998, -0.245, -0.737, 0.170, 0.156, 0.170, 0.486, -0.258, -0.714, 0.155, 0.163, 0.178, 0.476, -0.236, -0.734, 0.150, 0.165, 0.161, 0.493, -0.238, -0.732, 0.164, 0.160, 0.153, 0.492, -0.249, -0.520, 0.994, -0.588, -0.543, -0.254, 0.198, 0.176, 0.192, 0.189, 0.219, 0.186], "homo_ha": -0.1502, "charge": -1, "orbital_gap_ha": 0.23369}

{"formula": "C7H22FO7", "method": "the ωB97M-V functional and the def2-TZVPD basis", "symbols": ["F", "C", "O", "H", "H", "H", "H", "C", "C", "O", "O", "H", "H", "H", "H", "H", "H", "C", "C", "O", "O", "H", "H", "H", "H", "H", "H", "C", "C", "O", "O", "H", "H", "H", "H", "H", "H"], "coordinates": [[-0.23, -0.13, -0.03], [-3.44, 1.64, 1.91], [-2.67, 1.68, 0.71], [-4.01, 0.74, 2.15], [-2.80, 1.57, 2.79], [-4.08, 2.52, 2.01], [-2.19, 0.85, 0.66], [1.10, 1.01, -3.17], [2.14, 0.06, -2.48], [2.19, 0.17, -1.13], [-0.30, 0.81, -2.78], [1.29, 0.91, -4.24], [1.43, 2.02, -2.93], [3.12, 0.23, -2.93], [1.77, -0.92, -2.78], [1.30, 0.20, -0.76], [-0.50, 0.65, -1.85], [0.09, -3.46, -0.46], [-1.41, -3.64, -0.51], [-1.99, -2.45, -0.95], [0.42, -2.70, 0.71], [0.50, -2.85, -1.27], [0.58, -4.43, -0.57], [-1.81, -3.98, 0.45], [-1.59, -4.36, -1.31], [-1.46, -1.70, -0.68], [0.23, -1.77, 0.55], [1.93, 1.38, 2.37], [1.02, 2.53, 1.97], [0.60, 2.48, 0.61], [1.16, 0.21, 2.31], [2.30, 1.42, 3.40], [2.63, 1.33, 1.53], [1.55, 3.45, 2.21], [0.19, 2.57, 2.67], [0.37, 1.61, 0.29], [0.58, 0.33, 1.55]], "lowdin_spin": [0.002, 0.000, 0.001, 0.000, 0.000, 0.000, 0.000, 0.098, 0.115, 0.358, 0.126, 0.001, 0.017, 0.000, 0.045, 0.002, 0.001, 0.001, 0.001, 0.001, 0.011, 0.000, 0.000, 0.000, 0.000, 0.000, 0.000, 0.027, 0.023, 0.082, 0.074, 0.000, 0.008, 0.000, 0.007, -0.001, 0.001], "homo_ha": [-0.3539, -0.3500], "spin_multiplicity": 2, "orbital_gap_ha": [0.36401, 0.12813]}

| no. | electronic energy (eV) |
| --- | --- |
| 1 | -45792.5602 |
| 2 | -46673.5621 |
| 3 | -32835.3096 |
| 4 | -122796.8877 |
| 5 | -34470.0390 |
| 6 | -24660.0001 |